{
  "formula": "C74H85AsN6P2S2SeSiTi",
  "method": "ωB97M-V/def2-TZVPD",
  "species": ["Ti", "C", "Si", "C", "N", "C", "C", "C", "C", "C", "C", "C", "C", "C", "C", "C", "C", "C", "C", "C", "C", "C", "H", "H", "H", "H", "H", "H", "H", "H", "H", "H", "H", "H", "H", "H", "H", "H", "H", "H", "H", "H", "H", "H", "H", "H", "C", "N", "C", "C", "N", "C", "S", "H", "H", "H", "H", "H", "H", "C", "C", "C", "C", "P", "C", "C", "C", "C", "C", "C", "C", "C", "C", "C", "H", "H", "H", "H", "H", "H", "H", "H", "H", "H", "H", "H", "H", "H", "H", "H", "H", "H", "H", "H", "H", "H", "H", "Se", "C", "N", "C", "C", "As", "C", "C", "C", "C", "C", "C", "C", "C", "C", "C", "C", "C", "P", "C", "C", "C", "C", "C", "C", "C", "C", "C", "C", "C", "C", "H", "H", "H", "H", "H", "H", "H", "H", "H", "H", "H", "H", "H", "H", "H", "H", "H", "H", "H", "H", "H", "H", "H", "H", "S", "C", "C", "C", "N", "C", "C", "C", "C", "C", "N", "C", "C", "H", "H", "H", "H", "H", "H", "H", "H"],
  "positions_angstrom": [[0.863, 0.001, 0.593], [2.769, -0.782, 0.706], [4.063, 0.572, 0.406], [3.047, 2.048, 1.143], [1.608, 2.099, 0.768], [1.420, 2.695, -0.588], [1.124, 4.207, -0.622], [1.867, 4.961, 0.472], [1.486, 4.397, 1.847], [0.926, 2.966, 1.755], [5.624, 0.348, 1.456], [5.534, -0.103, 2.772], [6.668, -0.296, 3.537], [7.919, -0.036, 3.002], [8.027, 0.418, 1.700], [6.892, 0.603, 0.933], [4.649, 0.832, -1.385], [4.675, 2.060, -2.040], [5.195, 2.184, -3.317], [5.721, 1.079, -3.965], [5.739, -0.146, -3.319], [5.210, -0.263, -2.047], [2.900, -1.075, 1.750], [2.898, -1.700, 0.129], [3.530, 3.004, 0.942], [3.086, 1.912, 2.228], [0.573, 2.202, -1.088], [2.321, 2.492, -1.171], [0.051, 4.390, -0.519], [1.416, 4.589, -1.600], [1.619, 6.021, 0.419], [2.942, 4.879, 0.306], [0.712, 5.013, 2.307], [2.347, 4.422, 2.513], [-0.134, 3.017, 1.492], [1.019, 2.498, 2.741], [4.562, -0.307, 3.203], [6.582, -0.647, 4.554], [8.803, -0.193, 3.599], [8.998, 0.629, 1.278], [6.987, 0.953, -0.084], [4.320, 2.951, -1.540], [5.208, 3.149, -3.801], [6.136, 1.180, -4.956], [6.181, -1.007, -3.800], [5.255, -1.215, -1.539], [-1.567, -2.038, 3.380], [-1.015, -1.384, 4.531], [-1.510, -1.518, 5.805], [-0.739, -0.777, 6.631], [0.223, -0.189, 5.850], [0.050, -0.560, 4.561], [1.053, -0.028, 3.305], [-2.637, -1.834, 3.334], [-1.411, -3.117, 3.446], [-1.075, -1.664, 2.474], [-2.361, -2.132, 6.015], [-0.804, -0.630, 7.688], [0.971, 0.406, 6.173], [0.192, -6.714, 0.018], [1.040, -5.995, 1.066], [1.992, -6.975, 1.746], [0.096, -5.398, 2.115], [1.895, -4.464, 0.294], [3.105, -4.152, 1.651], [4.384, -4.678, 1.799], [5.164, -4.315, 2.884], [4.681, -3.440, 3.842], [3.405, -2.919, 3.715], [2.633, -3.267, 2.622], [2.898, -4.998, -1.251], [3.966, -3.921, -1.479], [3.550, -6.378, -1.270], [1.898, -4.915, -2.415], [-0.457, -7.439, 0.507], [0.803, -7.255, -0.697], [-0.438, -6.008, -0.522], [1.412, -7.784, 2.186], [2.555, -6.499, 2.544], [2.690, -7.414, 1.043], [-0.478, -6.189, 2.593], [-0.603, -4.702, 1.646], [0.656, -4.874, 2.887], [4.783, -5.382, 1.086], [6.157, -4.728, 2.982], [5.295, -3.170, 4.686], [3.013, -2.232, 4.453], [1.640, -2.844, 2.491], [4.614, -3.790, -0.613], [3.491, -2.968, -1.713], [4.590, -4.202, -2.327], [4.296, -6.501, -0.491], [4.050, -6.507, -2.230], [2.815, -7.172, -1.181], [1.195, -5.744, -2.398], [2.430, -4.950, -3.364], [1.333, -3.981, -2.374], [-1.518, -3.354, -1.257], [-0.657, -2.348, -0.203], [-0.101, -1.579, 0.525], [-2.436, 2.567, 0.005], [-3.798, 3.119, 0.391], [-4.141, 4.808, -0.639], [-4.932, 3.895, -2.191], [-6.068, 3.107, -2.056], [-6.609, 2.457, -3.148], [-6.022, 2.593, -4.396], [-4.899, 3.388, -4.551], [-4.356, 4.030, -3.450], [-5.821, 5.330, 0.208], [-6.639, 6.198, -0.511], [-7.831, 6.653, 0.018], [-8.220, 6.256, 1.286], [-7.410, 5.404, 2.016], [-6.216, 4.949, 1.482], [-2.035, 0.855, 0.665], [-3.310, -0.132, -0.233], [-3.780, -1.315, 0.341], [-4.775, -2.055, -0.271], [-5.301, -1.642, -1.485], [-4.822, -0.487, -2.079], [-3.831, 0.260, -1.464], [-2.862, 1.037, 2.300], [-4.224, 0.829, 2.501], [-4.791, 1.092, 3.735], [-4.017, 1.576, 4.778], [-2.662, 1.787, 4.584], [-2.090, 1.516, 3.353], [-1.678, 3.257, 0.389], [-2.316, 2.546, -1.086], [-3.802, 3.356, 1.456], [-4.599, 2.403, 0.197], [-6.545, 3.018, -1.086], [-7.495, 1.851, -3.031], [-6.450, 2.090, -5.250], [-4.450, 3.507, -5.526], [-3.482, 4.663, -3.564], [-6.329, 6.512, -1.503], [-8.456, 7.322, -0.554], [-9.150, 6.612, 1.702], [-7.706, 5.094, 3.008], [-5.592, 4.293, 2.078], [-3.373, -1.651, 1.285], [-5.146, -2.950, 0.204], [-6.083, -2.216, -1.957], [-5.229, -0.145, -3.019], [-3.495, 1.160, -1.958], [-4.849, 0.472, 1.695], [-5.847, 0.922, 3.878], [-4.472, 1.791, 5.732], [-2.051, 2.169, 5.387], [-1.034, 1.689, 3.197], [0.686, -0.255, -6.119], [0.677, -0.239, -4.387], [1.830, -0.640, -3.697], [1.866, -0.556, -2.327], [0.836, -0.128, -1.578], [-0.299, 0.160, -2.238], [-0.425, 0.135, -3.605], [-0.704, 0.845, -6.453], [-0.517, 2.210, -6.301], [-1.603, 3.036, -6.560], [-2.780, 2.579, -6.939], [-2.939, 1.280, -7.101], [-1.927, 0.353, -6.873], [2.694, -0.983, -4.240], [2.771, -0.820, -1.805], [-1.164, 0.419, -1.635], [-1.369, 0.392, -4.057], [0.436, 2.617, -6.005], [-1.522, 4.108, -6.457], [-3.918, 0.961, -7.425], [-2.089, -0.702, -7.021]],
  "forces_ev_per_angstrom": [[0.7, -0.4, 0.4], [0.0, 0.6, -0.5], [0.2, 0.5, 0.3], [0.9, -0.4, -0.3], [-0.1, 0.2, 0.1], [-0.3, 0.4, -0.8], [0.2, 0.0, 0.2], [-0.1, 0.0, 0.0], [0.1, -0.2, -0.2], [-0.4, 0.5, 0.7], [-0.6, -0.1, -0.3], [-0.2, 0.1, -0.1], [0.0, 0.0, 0.1], [0.0, 0.0, 0.0], [0.1, 0.0, 0.0], [-0.2, 0.1, -0.2], [-0.2, -0.1, 0.5], [-0.1, 0.1, 0.2], [0.0, 0.1, -0.1], [0.0, 0.1, 0.0], [0.0, -0.1, -0.1], [0.0, 0.0, 0.1], [0.0, 0.1, 0.0], [-0.2, -0.1, -0.1], [0.0, 0.1, 0.0], [0.1, -0.1, 0.0], [0.3, 0.1, 0.2], [-0.2, -0.2, 0.1], [0.0, 0.0, 0.0], [-0.1, -0.1, -0.1], [0.1, 0.0, 0.0], [0.0, 0.1, 0.0], [0.0, 0.0, 0.0], [0.0, 0.0, 0.1], [0.2, -0.2, 0.1], [-0.2, 0.0, -0.3], [-0.1, -0.1, 0.1], [0.0, 0.0, 0.1], [0.1, 0.0, 0.1], [0.1, 0.0, 0.0], [0.1, 0.0, -0.1], [-0.1, 0.1, 0.0], [0.0, 0.1, 0.0], [0.0, 0.0, -0.1], [0.0, -0.1, 0.0], [0.0, -0.3, 0.0], [-0.2, -0.3, -0.7], [0.7, 0.6, 0.5], [0.1, 0.1, 0.5], [-0.4, -0.4, 0.0], [0.0, -0.1, -0.4], [-0.5, -0.1, -0.1], [0.7, 0.2, -0.6], [0.1, 0.0, 0.0], [0.1, 0.1, 0.0], [-0.2, -0.1, 0.4], [-0.2, -0.1, 0.1], [0.0, 0.0, 0.2], [0.0, 0.0, -0.1], [0.1, 0.1, 0.0], [0.1, 0.3, -0.2], [-0.1, 0.1, -0.1], [0.1, 0.0, -0.1], [0.4, -0.7, -0.1], [-0.2, 0.1, -0.4], [-0.1, 0.1, 0.1], [0.2, -0.1, 0.0], [0.0, 0.0, 0.1], [0.0, 0.0, 0.1], [-0.1, -0.1, -0.1], [-0.2, 0.1, 0.3], [-0.1, -0.1, 0.2], [0.0, 0.1, 0.0], [0.0, 0.1, 0.2], [-0.1, -0.1, 0.1], [0.0, -0.1, -0.1], [-0.1, 0.0, -0.1], [-0.1, -0.2, 0.1], [0.0, 0.0, 0.1], [0.1, -0.1, -0.1], [-0.1, -0.2, 0.1], [-0.1, 0.0, 0.0], [0.0, 0.0, 0.1], [0.0, 0.0, -0.1], [0.1, 0.0, 0.0], [0.1, 0.0, 0.1], [0.0, 0.0, 0.1], [0.1, 0.0, 0.1], [0.1, 0.1, 0.0], [0.0, 0.2, 0.0], [0.0, 0.0, -0.1], [0.1, -0.1, 0.0], [0.1, -0.1, -0.1], [0.0, -0.1, 0.0], [-0.1, 0.0, 0.0], [0.1, -0.1, -0.2], [0.0, 0.0, -0.1], [-0.1, -0.3, -0.4], [-0.2, -0.2, 0.0], [-0.1, -0.4, 0.2], [0.2, -0.1, -0.1], [-0.1, 0.3, -0.1], [-0.1, -0.5, 0.1], [0.2, 0.1, 0.1], [-0.1, 0.0, 0.2], [-0.1, -0.1, 0.0], [0.0, 0.0, -0.1], [0.0, 0.0, -0.1], [0.2, 0.2, 0.3], [0.1, 0.1, 0.0], [0.2, 0.0, -0.2], [0.0, 0.1, 0.0], [0.0, 0.0, 0.0], [-0.1, 0.0, 0.1], [0.3, -0.2, 0.0], [-1.1, 0.9, 0.1], [0.4, -0.2, 0.0], [0.0, 0.1, -0.1], [0.0, 0.0, 0.1], [0.0, 0.0, 0.0], [0.0, -0.1, -0.1], [0.1, 0.0, 0.1], [0.5, -0.2, 0.0], [0.0, -0.1, -0.1], [-0.1, 0.0, 0.0], [0.0, 0.0, 0.0], [0.0, 0.1, 0.1], [0.0, 0.1, -0.2], [0.0, -0.1, -0.1], [0.1, 0.0, 0.1], [0.0, 0.0, -0.1], [0.0, 0.1, 0.0], [0.0, 0.0, 0.0], [-0.1, -0.1, 0.0], [-0.1, 0.0, -0.1], [0.0, 0.0, 0.0], [0.0, 0.0, -0.1], [-0.1, 0.0, 0.0], [0.0, 0.1, -0.1], [-0.1, 0.0, 0.0], [0.0, 0.0, 0.1], [0.0, 0.0, 0.0], [0.0, 0.0, 0.1], [0.0, -0.1, 0.0], [-0.1, 0.0, -0.1], [0.0, 0.0, -0.1], [0.0, 0.1, 0.0], [0.0, 0.0, 0.0], [-0.1, 0.0, 0.0], [0.0, 0.0, 0.1], [0.1, 0.1, 0.1], [0.0, 0.0, 0.1], [-0.4, 0.2, -0.3], [0.0, 0.0, 0.6], [-0.3, 0.1, -0.2], [0.3, -0.1, 0.0], [0.1, 0.0, 0.1], [-0.4, 0.1, -0.1], [0.2, 0.0, 0.0], [0.5, -0.3, 0.1], [-0.2, 0.0, -0.1], [0.5, 0.0, 0.2], [-0.5, 0.4, -0.2], [0.1, -0.5, 0.0], [0.0, 0.1, 0.0], [0.2, 0.0, 0.0], [-0.1, 0.0, 0.0], [0.2, 0.0, -0.1], [-0.1, 0.0, 0.0], [0.1, 0.0, 0.0], [0.1, 0.1, 0.0], [-0.1, -0.1, -0.1], [0.0, -0.1, 0.0]],
  "mulliken_charge": [-0.62, 1.38, -0.70, -0.90, 1.90, 0.15, -0.71, -0.99, -1.03, -0.50, 0.76, -0.43, -0.80, -0.68, -0.77, -0.68, 1.28, -0.47, -0.81, -0.79, -0.79, -0.09, -0.04, -0.17, 0.52, 0.73, -0.35, -0.17, 0.15, 0.64, 0.63, 0.20, 0.52, 0.35, -0.35, -0.01, 0.30, 0.47, 0.42, 0.45, 0.42, 0.46, 0.50, 0.45, 0.50, 0.46, -0.92, 0.71, -0.21, -0.99, 0.26, -0.16, -0.14, 0.68, 0.63, -0.75, 0.55, 0.48, 0.20, -1.59, 1.77, -1.71, -1.45, 0.98, 0.91, -0.46, -1.08, -0.79, -0.04, -0.95, 2.09, -1.85, -1.88, -1.73, 0.53, 0.30, 0.11, 0.59, 0.19, 0.26, 0.75, 0.11, 0.20, 0.13, 0.49, 0.45, 0.46, -0.01, 0.35, -0.01, 0.76, 0.22, 0.57, 0.35, 0.38, 0.51, 0.06, 0.03, -0.06, 0.79, -1.97, -0.93, 0.28, 0.01, -0.08, -0.96, -0.55, -0.39, -0.43, 0.15, -0.46, -0.69, -0.45, -0.72, 0.10, 1.62, 0.86, 0.06, -0.67, -1.11, -1.22, -0.49, 1.23, -0.44, -0.97, -1.10, -0.52, -0.59, 1.13, 0.44, 0.70, 0.50, 0.44, 0.46, 0.45, 0.68, 0.42, 0.36, 0.40, 0.40, 0.41, 0.33, 0.33, 0.53, 0.45, 0.62, 0.63, 0.23, 0.52, 0.49, 0.49, -0.23, -0.22, 0.33, -0.94, -0.20, 1.43, -0.03, -1.23, 0.16, 0.08, -0.59, -0.52, -0.44, -0.15, 0.71, -1.00, -0.77, 0.92, 0.52, 0.43, 0.42, 0.45],
  "mol_weight_da": 1414.45,
  "homo_lumo_gap_ev": 5.79,
  "homo_ha": -0.43566,
  "e_above_lowest_kcal_mol": 0.1,
  "total_energy_ha": -10454.23008,
  "charge": 2
}